Record 1
The following is a DFT calculation (ωB97M-V with the def2-TZVPD basis set) of C34H32AuBF7N2OSb as an isolated structure.

- total energy (Ha) = -2599.54868
- relative energy (zero: lowest compared OMol25 entry of this formula, charge and spin) (eV) = 0.467
- E_LUMO (eV) = -1.65
- HOMO energy (eV) = -8.9
- largest force on an atom (hartree/bohr) = 0.0198

Geometry as XYZ:
```
79
C34H32AuBF7N2OSb ωB97M-V with the def2-TZVPD basis set
Au 1.89818 1.79883 1.25173
C 1.01167 3.77481 -0.97334
N 0.68350 3.16807 0.32061
C -0.37169 3.47736 0.98970
C -0.57770 2.80190 2.22070
C -1.38481 2.95858 3.33370
C -0.88880 2.08947 4.31709
C 0.20655 1.42653 3.78075
N 0.37114 1.83846 2.50936
C 0.98766 2.73817 -2.07035
C -0.21692 2.38059 -2.66924
C -0.24661 1.43072 -3.67880
C 0.93268 0.81957 -4.08637
C 2.13379 1.15878 -3.48286
C 2.16486 2.12070 -2.48034
H 2.00023 4.22413 -0.89213
H 0.29011 4.57141 -1.16681
H -1.04769 4.24094 0.61714
H -2.21863 3.63658 3.42122
H -1.27847 1.94537 5.31096
H 0.86116 0.70665 4.23428
H -1.13402 2.86894 -2.35727
H -1.18504 1.16552 -4.14999
H 0.91231 0.08530 -4.88150
H 3.05421 0.68696 -3.80161
H 3.10305 2.40582 -2.02293
C 1.68537 -1.34230 2.44759
C 3.04663 -0.82771 1.99621
C 4.13724 -1.33300 2.93324
C 3.32586 -1.26751 0.55261
O 3.15810 0.59397 2.08256
H 1.67206 -2.43321 2.42841
H 0.88636 -0.98822 1.78975
H 1.47418 -1.02540 3.46684
H 4.25134 -2.41436 2.83236
H 3.89191 -1.09690 3.96884
H 5.08386 -0.85572 2.68232
H 2.87604 -2.23809 0.33995
H 4.39776 -1.34001 0.36537
H 2.90685 -0.54540 -0.15244
F -1.06151 -6.75098 1.51406
C -0.94720 -5.50734 1.01045
C 0.26338 -5.11207 0.48119
C 0.36774 -3.82396 -0.02885
C -0.71635 -2.95078 -0.01372
C -1.92498 -3.39561 0.51966
C -2.05011 -4.67525 1.03939
Sb -0.47920 -1.03489 -0.93681
C -1.73521 -1.51428 -2.60644
C -3.12590 -1.45923 -2.57488
C -3.88388 -1.86078 -3.66705
C -3.22796 -2.32909 -4.78765
F -3.95640 -2.72091 -5.85074
C -1.85167 -2.41282 -4.85613
C -1.11389 -1.99783 -3.75634
C -1.97404 0.00612 0.18187
C -2.69143 1.02933 -0.43772
C -3.64347 1.76507 0.25633
C -3.85813 1.46399 1.58626
F -4.76784 2.18215 2.27615
C -3.16158 0.47019 2.24129
C -2.21271 -0.25138 1.53038
H 1.09734 -5.80075 0.47118
H 1.31407 -3.50820 -0.45161
H -2.79060 -2.74358 0.52703
H -2.98176 -5.03509 1.45475
H -3.63937 -1.10348 -1.69010
H -4.96483 -1.82149 -3.65547
H -1.38039 -2.79415 -5.75188
H -0.03174 -2.05693 -3.80525
H -2.52569 1.24976 -1.48595
H -4.21455 2.55345 -0.21650
H -3.35331 0.28134 3.28845
H -1.66293 -1.03260 2.04327
F 5.20696 3.53705 1.62660
B 4.05855 3.92241 1.01042
F 3.51618 2.70492 0.25279
F 4.21703 4.88177 0.03365
F 3.03308 4.23961 1.90064
```

Record 2
The following is a DFT calculation (ωB97M-V with the def2-TZVPD basis set) of C49H44N5O2S5Zr as an isolated structure.

- total energy (Ha) = -4354.89548
- net charge = +3
- E_LUMO (eV) = -7.02
- HOMO energy (eV) = -15.5
- largest force on an atom (hartree/bohr) = 0.0388

Geometry as XYZ:
```
106
C49H44N5O2S5Zr ωB97M-V with the def2-TZVPD basis set
Zr -1.12201 0.91143 0.59837
N -0.95564 0.06621 -1.25949
S 0.22731 -0.57619 -1.89995
N 0.77349 -1.88667 -1.11021
S 2.04559 -2.30503 -0.31767
N 2.28255 -1.67439 1.09411
S 1.10601 -0.90705 1.88914
N 0.72274 0.38935 1.26693
C -0.19968 -2.15507 2.00462
C -1.46057 -1.98251 1.44308
C -2.36983 -3.02511 1.46927
C -2.02369 -4.22768 2.06961
C -0.77524 -4.38891 2.65401
C 0.14262 -3.35210 2.61937
C 1.77309 -0.78112 3.52317
C 2.77198 -1.62844 3.97985
C 3.19987 -1.49610 5.29040
C 2.63319 -0.53153 6.11411
C 1.64214 0.31633 5.63368
C 1.20189 0.19626 4.32720
C 1.82649 -4.04997 -0.10976
C 0.75992 -4.71533 -0.69049
C 0.62353 -6.07303 -0.44334
C 1.54127 -6.72865 0.36599
C 2.61046 -6.04226 0.93484
C 2.76265 -4.68839 0.69709
C 3.62120 -2.13202 -1.11335
C 4.55947 -1.27251 -0.56095
C 5.80602 -1.18788 -1.15959
C 6.08906 -1.94964 -2.28597
C 5.13830 -2.81699 -2.81562
C 3.89331 -2.92366 -2.22199
C 1.64806 0.49032 -2.22312
C 2.52589 0.11991 -3.23444
C 3.61573 0.92565 -3.51847
C 3.82385 2.08923 -2.79207
C 2.92991 2.46434 -1.79898
C 1.82856 1.67100 -1.51639
C -0.18939 -1.17066 -3.52174
C -1.13871 -0.42467 -4.20786
C -1.45886 -0.77878 -5.50745
C -0.82635 -1.86159 -6.10631
C 0.11393 -2.60496 -5.40380
C 0.43715 -2.26369 -4.10035
H -1.75264 -1.05446 0.95885
H -3.35121 -2.89442 1.03319
H -2.73924 -5.03865 2.08864
H -0.51502 -5.32057 3.13783
H 1.12060 -3.47020 3.06666
H 3.21866 -2.35675 3.31554
H 3.98156 -2.14101 5.66756
H 2.97237 -0.43532 7.13666
H 1.22147 1.07424 6.28001
H 0.43591 0.84081 3.91453
H 0.05756 -4.17157 -1.30894
H -0.19703 -6.61923 -0.88839
H 1.43153 -7.78933 0.55029
H 3.32781 -6.56190 1.55517
H 3.58789 -4.12631 1.11826
H 4.31014 -0.70161 0.32274
H 6.55871 -0.53522 -0.73855
H 7.06353 -1.87690 -2.75098
H 5.37692 -3.42433 -3.67802
H 3.15843 -3.62740 -2.59686
H 2.34698 -0.77345 -3.81664
H 4.29141 0.65160 -4.31700
H 4.67565 2.71936 -3.01190
H 3.07544 3.38797 -1.25479
H 1.12669 1.97147 -0.76294
H -1.62866 0.40348 -3.71210
H -2.20194 -0.21351 -6.05252
H -1.07549 -2.13605 -7.12238
H 0.59444 -3.45220 -5.87356
H 1.14440 -2.85677 -3.53401
O -1.62781 1.20973 2.50498
N -2.73694 1.90683 2.83894
C -2.74416 2.55725 4.01919
C -3.84813 3.25376 4.42416
C -4.97131 3.27863 3.59326
C -4.93614 2.61610 2.38736
C -3.79896 1.90640 1.99283
S -3.70783 1.00490 0.52069
H -1.83808 2.47827 4.60027
H -3.83061 3.77399 5.37003
H -5.86564 3.80456 3.89826
H -5.78108 2.61572 1.71378
C -5.72835 7.47134 0.34573
C -4.83849 6.34091 -0.07228
C -3.49831 6.31802 0.32710
C -2.65541 5.29176 -0.05317
C -3.16111 4.26757 -0.84606
C -4.49380 4.24691 -1.23354
C -5.32203 5.28697 -0.84873
S -2.10236 2.93848 -1.35336
C -0.97377 3.81749 -2.44920
O -1.17518 2.76402 -0.09029
H -5.15053 8.38067 0.50017
H -6.23027 7.23528 1.28683
H -6.50056 7.66615 -0.39624
H -3.11014 7.12659 0.93373
H -1.62130 5.28074 0.26901
H -4.87699 3.43394 -1.83948
H -6.36071 5.28271 -1.15395
H -0.56436 4.66875 -1.90932
H -1.53618 4.14489 -3.32239
H -0.18754 3.12146 -2.74015
```